2 unconnected molecules or ions with the total composition C6H12NO at a distorted geometry, computed with the ωB97M-V functional and the def2-TZVPD basis.

Computed properties:
Spin multiplicity: 2
E_LUMO (alpha / beta): 0.0211 / -0.0745 Ha
Orbital gap (alpha / beta): 9.4425 / 6.8393 eV
⟨S²⟩: 0.75
HOMO level (alpha / beta): -8.87 / -8.87 eV

Geometry as XYZ:
```
20
C6H12NO the ωB97M-V functional and the def2-TZVPD basis
C -0.90 -0.95 -0.39
H -2.34 0.25 0.77
H -0.73 -2.00 -0.62
H -1.26 -0.56 -1.35
H -0.24 0.74 1.53
C 1.91 1.36 -1.56
H 1.44 1.18 1.02
C -2.00 -0.77 0.60
C 0.71 0.41 1.12
H -3.02 -1.42 2.28
H -1.07 -1.80 1.64
H 1.07 -0.36 1.81
H -0.06 1.53 -1.17
N 0.55 0.75 -1.39
H 1.78 1.98 -2.47
O 2.42 2.09 -0.57
C 0.46 -0.22 -0.28
H 2.57 0.49 -1.85
H 1.32 -0.92 -0.45
C -2.61 -1.79 1.34
```

14 unconnected molecules or ions with the total composition C42H57N15O3S2 at a distorted geometry, computed with the ωB97M-V functional and the def2-TZVPD basis.

Computed properties:
E_LUMO: -0.0303 Ha
Orbital gap: 7.6680 eV
HOMO level: -8.49 eV

Geometry as XYZ:
```
119
C42H57N15O3S2 the ωB97M-V functional and the def2-TZVPD basis
C -5.60 -0.54 -2.63
O 0.55 -0.17 -2.15
H 1.46 1.57 2.26
N -6.61 -1.09 -2.62
H -6.14 7.31 -10.51
H 0.54 2.05 9.55
H -5.40 6.77 -14.33
C -6.51 0.20 -7.44
H 3.75 -3.61 2.27
H 0.72 -1.70 6.73
C -0.05 -5.41 1.07
H -7.58 -1.13 -6.21
N 5.75 -1.05 3.92
H 11.16 -0.30 2.59
H 4.18 -2.32 3.47
C -2.57 -0.49 2.48
S -3.25 -2.08 3.08
C 11.73 -0.96 3.25
H 0.36 -5.20 8.56
C 0.23 2.30 8.54
C 3.35 -2.77 2.86
H 12.74 -1.05 2.87
N -6.43 4.12 -4.64
H -3.63 6.89 -14.44
O -1.54 0.23 -1.12
H -0.31 5.31 4.40
C -2.89 -0.15 0.97
C 1.70 -0.94 -1.77
H 5.47 -7.46 2.60
C -0.82 -3.53 8.03
C 3.79 1.44 -4.16
H 4.39 -6.10 2.23
H 0.47 -6.35 0.83
S -4.21 -4.12 1.17
N -4.37 7.32 -11.39
N 0.56 -4.16 1.15
N 10.59 -3.33 3.34
C 1.62 0.41 0.42
C -4.41 6.95 -12.48
H -4.38 5.38 -13.89
C 7.74 -2.78 3.75
H -6.89 4.90 -7.67
H -5.13 4.74 -7.46
H 2.89 -2.82 0.07
C 0.15 -1.22 5.94
H 0.07 -1.91 5.09
C -0.57 -0.66 -1.57
H -7.69 8.13 -10.81
C -0.38 -3.27 1.46
H 2.60 -0.64 -2.37
C -1.52 0.30 0.32
C 0.53 4.68 4.09
H 0.82 1.74 7.82
C -6.10 4.29 -7.24
H -7.85 0.59 -5.86
N -1.61 -3.90 1.58
H 11.76 -0.52 4.25
N -0.31 2.86 2.40
H -0.82 2.04 8.41
H -4.44 1.20 -2.35
N -8.40 5.20 -9.85
H 6.14 -5.87 2.17
N -6.04 0.48 -8.46
C -2.92 -3.40 1.89
H -0.60 -4.52 9.89
H -3.56 0.73 0.95
C 0.41 3.75 8.30
H 8.12 -3.01 4.75
C 0.00 -4.28 9.01
O -0.82 -1.84 -1.46
N 1.34 0.99 5.16
H -3.29 -1.00 0.38
H 3.38 2.36 -4.58
C 6.62 -1.81 3.85
H -6.34 -0.19 -5.37
C -4.46 6.46 -13.87
H 0.85 -3.67 9.32
H 2.45 -0.30 3.67
C 2.74 -1.68 1.94
C 5.33 -6.38 2.69
C 2.35 -0.46 2.58
H -6.14 3.29 -7.68
H 1.16 1.18 -0.23
C -4.30 0.16 -2.63
C -6.29 4.19 -5.77
C -7.14 7.48 -10.12
C -1.43 -5.25 1.34
H 8.54 -2.35 3.16
C 5.04 1.09 -4.85
C 1.79 0.61 1.82
H -3.62 -0.31 -1.92
H -0.75 -0.40 0.71
C 5.34 -5.99 4.12
H -0.22 -2.20 1.61
H 3.99 1.61 -3.10
C 2.57 -1.86 0.53
H 2.59 -3.12 3.60
C 1.98 -0.82 -0.25
H 7.40 -3.70 3.28
C 0.81 0.03 5.51
C -7.11 -0.15 -6.14
H -7.07 7.98 -9.15
C -7.85 6.20 -9.97
H 1.56 -2.02 -2.00
N -1.46 -2.96 7.27
H 0.95 4.20 4.97
C 11.09 -2.29 3.30
H -3.06 0.30 3.09
H -3.85 0.11 -3.62
N 5.35 -5.69 5.23
H 3.06 0.64 -4.27
C 0.05 3.66 3.14
H -1.48 -0.40 2.70
H -0.85 -1.01 6.30
N 0.55 4.87 8.11
H -2.18 -6.05 1.38
H -1.33 1.34 0.65
H 1.29 5.30 3.62
N 6.02 0.81 -5.40
```

C4H10S in the gas phase at a distorted geometry, computed with the ωB97M-V functional and the def2-TZVPD basis.

Computed properties:
E_LUMO: 0.0402 Ha
Orbital gap: 9.6085 eV
HOMO level: -8.52 eV
SMILES: CCCSC

Geometry as XYZ:
```
15
C4H10S the ωB97M-V functional and the def2-TZVPD basis
C 1.91 0.15 1.15
H -0.29 -1.62 0.07
C -1.80 0.14 -1.71
H 2.48 0.88 1.72
H 0.26 1.41 0.71
H -2.82 0.05 -2.10
S -2.09 -0.04 0.09
H 2.74 -0.35 0.62
H -0.51 -0.93 1.62
H 1.65 -0.56 1.93
H 0.80 0.61 -0.73
C -0.35 -0.66 0.57
H -1.25 -0.63 -2.27
H -1.38 1.10 -1.98
C 0.64 0.46 0.33
```

| no. | E_tot (Eh) |
| --- | --- |
| 1 | -365.5448 |
| 2 | -3477.8314 |
| 3 | -556.5600 |